The following is a DFT calculation (ωB97M-V/def2-TZVPD) of the molecule C22H24FN3O5.

```
55
Properties=species:S:1:pos:R:3:nbo_charge:R:1
F -8.463 -0.724 -0.849 -0.324
O 8.092 -0.481 -0.395 -0.492
O -2.410 -2.386 0.075 -0.577
O -3.080 2.073 0.843 -0.622
O 1.809 -0.792 1.501 -0.634
O 1.482 1.889 -0.967 -0.563
N -3.116 -0.210 0.369 -0.481
N -1.193 0.771 0.911 -0.439
N 2.558 -0.882 -0.651 -0.592
C -4.488 -0.339 0.058 0.117
C -6.519 -1.617 0.135 -0.277
C -2.209 -1.236 0.372 0.703
C 0.196 -0.936 -0.280 -0.519
C -0.275 1.752 1.449 -0.222
C 8.799 -0.491 0.821 -0.252
C -2.506 1.019 0.728 0.806
C 4.590 -0.785 0.723 -0.174
C 1.604 -0.850 0.307 0.711
C -0.148 2.988 0.555 -0.448
C -6.484 0.549 -0.937 -0.266
C 0.301 2.657 -0.872 -0.061
C -7.154 -0.597 -0.550 0.392
C 5.969 -0.685 0.799 -0.305
C -5.140 0.674 -0.637 -0.191
C 2.651 2.571 -0.577 -0.253
C 4.718 -0.683 -1.669 -0.219
C -5.179 -1.483 0.446 -0.179
C 3.949 -0.783 -0.509 0.100
C -0.873 -0.626 0.771 -0.120
C 6.734 -0.584 -0.357 0.286
C 6.088 -0.584 -1.595 -0.241
H 2.240 -0.864 -1.610 0.402
H 4.232 -0.681 -2.635 0.208
H -0.530 -1.046 1.729 0.251
H -1.116 3.484 0.493 0.243
H 2.687 2.736 0.504 0.169
H 0.419 3.595 -1.434 0.173
H 0.559 3.674 1.022 0.209
H 3.490 1.938 -0.863 0.201
H 0.107 -0.252 -1.124 0.236
H 9.851 -0.408 0.550 0.201
H -4.604 1.562 -0.926 0.241
H -7.010 1.325 -1.470 0.230
H 2.731 3.536 -1.089 0.169
H -7.072 -2.497 0.423 0.232
H 8.641 -1.423 1.371 0.176
H -0.628 2.073 2.436 0.208
H 0.032 -1.960 -0.630 0.259
H 6.688 -0.506 -2.488 0.227
H 0.690 1.259 1.564 0.236
H 8.522 0.358 1.455 0.175
H -0.468 2.057 -1.366 0.183
H 4.008 -0.862 1.626 0.246
H 6.431 -0.689 1.773 0.221
H -4.668 -2.268 0.977 0.238
```

Calculated values
- SMILES: COCCCN1C(=O)N(c2ccc(F)cc2)C(=O)[C@H]1CC(=O)Nc1ccc(OC)cc1
- ΔE to the lowest compared entry with this formula, charge and spin: 0.00 kJ/mol
- Frontier orbital gap: 8.77 eV
- Lowest unoccupied orbital energy: 0.6046 eV